Entry 1:
This record from OMol25 describes C27H75BeN6O11 as an isolated structure at a distorted geometry. The level of theory is ωB97M-V with the def2-TZVPD basis set.

The geometry in XYZ format:
```
120
Properties=species:S:1:pos:R:3:forces:R:3
Be 1.02055 19.76891 27.47974 1.642 -2.346 2.369
O 4.78439 17.83490 27.02588 -0.443 0.637 0.577
C 3.69286 18.46567 27.47366 -1.225 1.914 -1.083
O 3.48037 19.66354 27.16867 0.225 2.658 -1.992
O 2.78721 17.94911 28.09314 -1.931 -3.626 2.217
H 4.74553 16.99707 27.49293 0.318 -0.878 -0.079
C 3.43988 11.97760 26.74140 1.655 1.257 0.524
C 2.41525 12.95157 27.32920 0.091 -2.547 0.363
C 2.84981 14.37472 27.21824 -0.291 0.003 -0.350
O 3.99697 14.55292 27.98752 1.286 0.708 0.231
C 3.76791 14.78517 29.35781 -0.680 0.925 0.212
N 1.20193 12.61756 26.64340 -1.590 1.059 -0.278
H 4.37562 12.14992 27.27320 0.344 -0.464 -0.078
H 3.62487 12.27036 25.70788 -0.028 -0.098 -0.246
H 3.19042 10.91671 26.76086 -0.274 0.191 0.289
H 2.28316 12.68346 28.37742 -0.058 0.127 0.224
H 2.11356 15.12832 27.49773 -0.433 -0.109 0.038
H 3.10794 14.52185 26.16952 0.254 0.402 -0.165
H 3.44481 15.81086 29.53578 -0.627 0.342 -0.411
H 4.67405 14.81181 29.96302 0.223 -1.170 -0.350
H 2.95610 14.13448 29.68288 0.433 -0.194 0.609
H 1.31497 12.98102 25.70787 -0.302 -0.044 -0.460
H 1.20186 11.61320 26.53683 -0.371 -0.063 -0.033
C 5.20712 17.39509 31.58830 0.052 0.161 1.500
C 3.81380 17.86837 32.04387 -1.151 -2.225 1.571
C 3.70969 18.36076 33.54812 2.075 -0.347 -0.893
O 4.04075 17.26951 34.42502 -0.030 0.508 -1.257
C 4.34983 17.69237 35.74733 -1.164 0.065 -0.670
N 3.26933 18.82976 31.11746 0.426 0.595 0.581
H 5.25255 17.16842 30.52310 -0.038 0.366 -0.023
H 5.58514 16.52028 32.11737 -0.396 -0.215 0.109
H 5.90757 18.16493 31.91206 0.323 0.305 -0.633
H 3.15683 17.00040 32.09992 -0.214 -0.335 -0.545
H 2.82682 18.91268 33.87065 -0.681 -0.491 -0.346
H 4.47971 19.13213 33.55998 0.563 0.281 0.631
H 3.45071 18.21536 36.07316 0.103 0.349 0.632
H 5.20279 18.37100 35.74901 0.177 -0.175 0.243
H 4.45049 16.79449 36.35708 0.389 0.195 -0.083
H 3.37977 18.46310 30.18287 -0.087 -0.246 -0.425
H 3.99826 19.52621 31.17858 -0.116 1.039 -0.466
C 0.46671 15.92139 30.34709 -0.100 -0.150 1.305
C -0.52445 16.38422 31.44791 0.977 0.526 -0.518
C 0.16575 16.87375 32.76623 -1.575 -0.954 0.225
O -0.93197 17.10344 33.69201 0.277 -0.058 -0.792
C -0.48900 17.69839 34.88968 0.571 -0.813 0.439
N -1.29444 17.51928 30.96256 -0.237 0.639 -0.211
H 1.03173 15.07171 30.73035 0.016 -0.120 -0.026
H 1.20368 16.68864 30.10980 -0.150 0.155 -0.244
H -0.05791 15.56123 29.46213 -0.043 0.181 -0.127
H -1.29035 15.62203 31.59132 0.689 -0.656 0.881
H 0.74157 17.79868 32.73381 0.051 0.139 -0.806
H 0.85285 16.10983 33.13011 -0.072 -0.260 0.274
H -0.06741 18.69064 34.72904 -0.031 0.179 0.005
H 0.27171 17.03657 35.30372 0.458 0.175 0.193
H -1.25784 17.70868 35.66226 -0.381 0.211 -0.503
H -2.00123 17.19014 30.32054 -0.283 -0.058 -0.063
H -1.79312 17.83012 31.78402 -0.427 0.411 0.098
C 0.31778 20.53611 32.17202 0.299 0.055 1.424
C 0.29804 20.76107 30.69705 1.075 1.446 -0.763
C 1.33093 21.84064 30.26290 0.074 -0.719 -0.564
O 1.40220 21.93538 28.79583 -0.275 0.538 0.373
C 2.28775 23.01201 28.35085 -0.095 -0.438 -0.708
N 0.58279 19.51699 30.04127 0.298 -0.125 -2.381
H 0.24733 21.42787 32.79483 -0.387 0.187 -0.162
H 1.25509 20.07806 32.48786 0.283 -0.012 -0.326
H -0.43389 19.80960 32.48068 -0.325 0.248 -0.082
H -0.64701 21.17413 30.34439 -0.344 -0.325 0.091
H 2.33870 21.59931 30.60091 0.052 -0.165 0.187
H 1.04073 22.79469 30.70297 -0.052 0.175 -0.282
H 2.20681 23.97661 28.85195 -0.354 -0.394 0.800
H 2.01781 23.27801 27.32886 -0.046 -0.485 -0.125
H 3.32359 22.67282 28.35998 -0.029 -0.054 0.124
H 1.44912 19.11831 30.37387 0.920 0.502 0.099
H -0.05590 18.82054 30.39782 -1.134 -0.410 -0.456
C 7.14907 16.03377 25.78003 1.531 -0.254 -0.306
C 7.52152 15.17397 27.00794 -0.897 0.391 0.701
C 7.43944 16.02060 28.30798 -0.298 0.945 -0.580
O 8.41853 17.05638 28.26823 0.242 -0.261 0.273
C 8.35866 17.94620 29.40161 -0.645 -0.983 -1.149
N 6.63324 13.99450 27.10989 0.928 -0.099 -0.231
H 6.09374 16.28899 25.68377 0.179 0.420 0.510
H 7.38720 15.57611 24.81984 -0.062 -0.954 0.090
H 7.88495 16.83514 25.71383 -0.671 0.875 0.376
H 8.57478 14.89334 27.00409 -0.049 -0.437 -0.563
H 7.48885 15.52508 29.27758 0.331 -0.798 -0.183
H 6.44527 16.46742 28.29995 -0.447 0.389 0.126
H 8.11685 17.36179 30.28935 0.204 0.081 0.315
H 7.52728 18.61867 29.19015 0.053 0.453 0.356
H 9.30976 18.46953 29.49969 -0.173 -0.083 -0.083
H 6.60763 13.60509 26.17834 0.308 -0.484 -0.172
H 5.66021 14.22510 27.25177 0.062 0.540 0.451
C -1.76841 15.92981 26.63631 1.203 -0.351 -0.710
C -0.59247 16.94757 26.63926 0.464 -1.307 0.039
C -0.15310 17.48983 25.25155 -1.806 -0.722 1.077
O 0.91572 18.37659 25.38691 -0.312 0.273 1.917
C 1.68225 18.62156 24.26019 1.408 0.770 -1.187
N -0.86090 17.98678 27.58205 0.609 2.649 -0.583
H -2.14390 15.71333 27.63643 0.101 0.324 0.112
H -1.30462 14.99770 26.31356 -0.400 -0.272 -0.254
H -2.61263 16.16439 25.98796 0.100 0.218 -0.049
H 0.27754 16.44122 27.05734 0.150 -0.262 -0.153
H -1.02605 17.98818 24.83002 -0.072 0.279 -0.393
H 0.04762 16.61330 24.63552 0.484 0.119 -0.178
H 2.49174 19.27800 24.57946 -0.054 0.089 -0.110
H 1.14473 19.11080 23.44791 -0.347 0.083 0.087
H 2.16524 17.74316 23.83212 -0.222 -0.433 0.262
H -0.96680 17.62644 28.51963 0.278 0.168 0.262
H -1.74574 18.38312 27.29913 -0.354 0.477 0.339
C 6.76278 20.74364 27.20816 -1.134 -0.327 -0.692
O 7.24652 21.06908 25.90780 1.121 0.444 1.024
H 6.65391 19.66582 27.32882 0.306 -0.230 0.046
H 7.33944 21.13673 28.04543 0.616 0.149 -0.574
H 5.75323 21.12351 27.36503 -0.238 0.255 -0.081
H 6.59852 20.93722 25.21187 -0.613 -0.252 0.284
C 5.25113 18.86286 23.79455 -0.523 0.280 0.219
O 4.91241 20.10981 24.48278 0.258 -1.124 -1.136
H 6.32925 18.70947 23.74740 -0.054 0.049 0.176
H 4.75762 18.00550 24.25222 0.294 -0.009 0.548
H 4.84528 18.81185 22.78422 0.100 0.758 -0.184
H 4.57354 19.86005 25.34556 -0.112 0.083 0.530
```
Positions in Å, forces in eV/Å.

Relative energy (zero: lowest compared OMol25 entry of this formula, charge and spin)   0.0000 eV
Total charge   +1

---

Entry 2:
This record from OMol25 describes a single C24H24N2S molecule at a distorted geometry. The level of theory is ωB97M-V with the def2-TZVPD basis set.

The geometry in XYZ format:
```
51
Properties=species:S:1:pos:R:3:forces:R:3
S 2.11804 0.57558 -1.07055 -1.500 2.429 -0.310
C 3.02122 -0.84571 -0.81470 0.876 -1.887 0.469
C 2.90721 -1.90768 -1.75435 0.319 -0.013 0.755
C 3.58078 -3.11747 -1.53682 -0.063 0.347 0.077
C 4.36646 -3.30570 -0.39236 -0.106 0.744 -0.191
C 4.60287 -2.21547 0.45803 -0.263 0.145 -0.245
C 3.95656 -0.98617 0.24605 -0.284 -0.479 -0.398
H 2.30253 -1.74458 -2.64721 0.054 -0.148 0.320
H 3.50759 -3.91299 -2.27623 -0.107 0.105 0.188
H 4.83311 -4.26623 -0.19381 0.006 0.168 -0.090
H 5.32215 -2.32816 1.26874 -0.254 0.091 -0.083
H 4.17414 -0.11385 0.86846 -0.147 -0.375 -0.095
C -2.09073 -5.10314 -0.67881 0.087 0.131 0.051
N -2.59894 -3.91240 -0.03082 -0.116 -0.427 0.200
C -3.99966 -3.93344 0.30178 0.050 0.104 -0.046
C -1.84949 -2.73067 0.07937 0.892 0.387 -0.094
C -2.02123 -1.68000 -0.85020 0.206 -0.459 0.504
C -1.23496 -0.54036 -0.75638 0.006 0.163 0.253
C -0.29818 -0.39236 0.28313 -0.232 -0.297 0.268
C 0.47324 0.86221 0.45633 1.894 -1.597 -0.295
C -0.18937 2.13286 0.37800 -0.679 1.163 -0.790
C 0.46340 3.42321 0.54824 -0.883 -0.100 -0.100
C 1.74839 3.79528 0.91386 0.512 0.796 0.139
C 2.02895 5.17004 1.03578 -0.082 -0.697 -0.194
C 1.05814 6.14615 0.76272 -0.564 -0.227 -0.064
C -0.24604 5.77667 0.39662 0.717 0.147 0.210
C -0.52330 4.41868 0.31240 0.175 -0.455 0.011
N -1.72278 3.77425 0.02176 0.714 -0.198 0.250
C -2.95625 4.42876 -0.30822 -0.641 -0.058 -0.120
C -1.52877 2.42089 0.07977 1.066 -0.116 0.087
C -0.10346 -1.45875 1.18104 0.203 0.692 -0.231
C -0.85032 -2.61588 1.07972 -0.785 -0.093 -0.569
H -1.04116 -4.97050 -0.98124 -0.380 0.004 0.160
H -2.16031 -5.97561 -0.01068 0.097 0.088 -0.084
H -2.68507 -5.34627 -1.57597 0.140 0.058 0.033
H -4.29436 -2.97750 0.75579 0.064 -0.314 -0.136
H -4.61596 -4.11385 -0.59118 -0.127 0.058 0.078
H -4.20456 -4.74398 1.01721 -0.104 0.130 -0.044
H -2.75798 -1.80193 -1.65224 0.312 0.076 0.314
H -1.34473 0.25317 -1.49527 0.100 -0.200 0.150
H 1.29342 0.83433 1.18660 -0.848 -0.172 0.193
H 2.51578 3.03240 1.09373 -0.292 0.418 -0.082
H 3.02612 5.48789 1.32382 -0.108 -0.063 -0.026
H 1.31430 7.20585 0.85307 -0.104 -0.413 -0.048
H -1.00888 6.51793 0.20022 0.084 0.082 0.020
H -2.82522 5.50922 -0.30088 0.034 -0.121 0.071
H -3.30381 4.14283 -1.30802 0.114 0.024 0.138
H -3.73658 4.16212 0.41231 0.074 0.117 -0.069
H -2.35676 1.73237 -0.05483 0.187 0.233 -0.053
H 0.64017 -1.33460 1.97254 -0.221 -0.130 -0.218
H -0.70573 -3.42744 1.79367 -0.094 0.137 -0.264
```
Positions in Å, forces in eV/Å.

SMILES string   CN(C)c1ccc([C@@H](Sc2ccccc2)c2cn(C)c3ccccc23)cc1

---

Entry 3:
This record from OMol25 describes an isolated ion of composition C3H6N3S and charge +1 at a distorted geometry. The level of theory is ωB97M-V with the def2-TZVPD basis set.

The geometry in XYZ format:
```
13
Properties=species:S:1:pos:R:3:forces:R:3
C 0.61025 0.84011 0.01299 0.248 -4.484 -0.016
C -0.50997 1.75816 -0.01127 -0.507 0.484 0.066
C -0.85945 -1.53587 0.01145 -1.149 -1.007 -0.217
N 1.53391 -1.38329 -0.01308 -0.304 -2.161 0.019
N 2.54155 -0.68876 -0.01816 2.108 0.327 0.006
N 0.39071 -0.86881 0.01457 0.660 6.789 0.075
S 2.23881 0.97900 0.00772 -1.356 -0.024 -0.023
H -0.51990 2.38148 0.88815 0.030 -0.100 0.030
H -0.40401 2.44644 -0.85373 -0.034 -0.070 -0.049
H -1.46672 1.24502 -0.08885 0.049 -0.017 -0.028
H -1.21257 -1.70356 -1.01014 0.064 0.111 0.103
H -0.74334 -2.50672 0.49378 0.063 0.098 0.027
H -1.59926 -0.96320 0.56657 0.128 0.055 0.008
```
Positions in Å, forces in eV/Å.

Relative energy (zero: lowest compared OMol25 entry of this formula, charge and spin)   2.9865 eV
Total charge   +1

---

Entry 4:
This record from OMol25 describes an isolated ion of composition C5H7O2S and charge -1 at a distorted geometry. The level of theory is ωB97M-V with the def2-TZVPD basis set.

The geometry in XYZ format:
```
15
Properties=species:S:1:pos:R:3:forces:R:3
C -1.62503 -0.15321 -1.10391 -0.651 -0.195 1.304
C 0.24708 1.92602 0.00918 1.515 1.717 -0.077
C -0.66316 -0.30437 -0.17664 -0.044 -0.733 0.789
C 0.47857 0.63319 -0.19444 -2.018 0.155 0.639
C -0.51261 -1.35986 0.94550 -2.553 -1.429 -2.380
O 2.39504 -0.94851 -1.26567 -0.567 -1.434 -0.717
O 2.67210 -0.18989 1.08402 -0.935 -0.128 -0.808
S 2.27023 0.16518 -0.33308 1.785 1.997 1.102
H -2.55625 -0.68867 -1.26171 0.272 -0.788 0.570
H -1.75068 0.81358 -1.50462 0.725 0.985 -1.201
H 1.16502 2.54977 -0.19728 -0.937 -0.259 0.621
H -0.64285 2.49792 0.40620 0.744 -1.201 -0.856
H 0.26997 -1.07744 1.55194 2.054 0.213 1.112
H -0.35908 -2.33575 0.41605 0.338 0.591 0.781
H -1.38834 -1.52795 1.62445 0.274 0.509 -0.882
```
Positions in Å, forces in eV/Å.

Relative energy (zero: lowest compared OMol25 entry of this formula, charge and spin)   2.1011 eV
Total charge   -1

---

Record order is preserved below.
M: 668.940 372.537 116.169 131.176 g/mol
Record order is preserved below.
LUMO: -4.92 -0.15 -5.71 3.84 eV